# 1
Formula: C3H5F5N3P3
Source: the OMol25 dataset
Level of theory: ωB97M-V/def2-TZVPD

```
19
Properties=species:S:1:pos:R:3:forces:R:3
P 2.076 1.364 0.119 3.23 -0.57 0.93
F 1.888 0.655 -1.488 -0.57 0.15 0.74
F 2.630 -2.589 0.866 0.27 0.87 0.48
H -2.129 1.865 -0.278 0.74 0.95 0.74
N 0.466 1.315 0.396 -1.86 -0.98 -0.65
F 2.708 -1.855 -1.299 -0.49 0.76 1.05
P -0.205 -0.092 0.133 1.99 0.54 1.26
C -2.615 0.936 -0.405 1.25 0.14 -2.51
F 2.491 2.139 1.576 -1.03 -0.54 -2.49
H -2.562 0.815 -1.498 -0.25 -0.04 0.04
N 0.617 -1.433 0.122 -0.95 1.08 -0.32
H -3.562 -1.669 0.436 2.01 0.34 0.39
C -2.441 -1.417 0.520 -2.41 0.81 -0.68
H -1.704 -2.099 0.808 0.47 -1.53 0.50
F 2.697 2.526 -0.742 -0.30 0.06 1.42
H -3.589 1.029 -0.154 -3.21 0.24 0.90
N 2.970 0.011 0.605 -1.42 0.23 -0.67
P 2.244 -1.280 0.112 1.12 -1.89 -1.37
C -1.979 -0.222 0.170 1.41 -0.63 0.25
```
Positions in Å, forces in eV/Å.

Properties
total charge	0
E_LUMO	-1.752	eV
HOMO	-10.617	eV
calculated total energy	-49120.8748	eV
HOMO-LUMO gap	8.9	eV
molecular weight	271.01	g mol⁻¹
largest force on an atom	3.4	eV Å⁻¹
energy above the lowest of the compared OMol25 structures with the same formula, charge and spin	2.407	eV

natural (NBO) atomic charge list, values in e, 8 entries: number 1, P, carries 2.451; number 2, F, carries -0.646; number 3, F, carries -0.533; number 4, H, carries 0.257; number 5, N, carries -1.300; number 6, F, carries -0.543; number 7, P, carries 1.999; number 8, C, carries -0.657



# 2
Formula: C3H5F6MoNO4S2
Source: the OMol25 dataset
Level of theory: ωB97M-V/def2-TZVPD

```
22
Properties=species:S:1:pos:R:3:forces:R:3
C -0.079 -0.136 -3.563 -0.16 0.04 1.02
F -1.846 1.888 1.079 0.95 -0.14 0.12
F -0.955 1.369 3.018 0.46 0.49 -1.53
S 0.816 1.583 1.031 1.21 2.76 0.70
F -1.241 -2.034 1.725 1.29 0.27 -0.31
O 1.785 1.326 2.051 -1.13 -0.37 -1.19
S 1.071 -1.301 0.601 2.87 0.03 2.72
H -1.931 0.238 -2.274 -2.68 0.72 0.46
F 0.341 -1.547 3.176 -0.16 -0.43 -2.08
N 0.307 0.107 0.320 -0.74 -0.17 -1.49
O 0.577 -1.991 -0.607 -1.42 0.12 -1.95
F -0.720 3.398 2.211 0.33 -2.00 -0.78
H -1.312 0.052 -2.943 -0.45 0.95 -3.01
F 0.436 -3.428 2.031 -0.29 2.02 -0.51
Mo -0.645 -0.411 -1.491 3.61 -2.49 3.65
C 0.078 -2.125 1.987 -0.35 -1.58 2.54
H 0.091 -1.147 -3.922 -0.05 -0.38 -0.06
O 2.478 -1.261 0.883 -2.57 -0.20 -0.59
C -0.783 2.086 1.890 -1.35 1.21 1.76
H 0.647 0.223 -2.797 1.41 0.42 -0.18
O 1.040 2.500 -0.056 -0.61 -1.42 0.71
H -0.155 0.610 -4.350 -0.17 0.16 0.00
```
Positions in Å, forces in eV/Å.

Properties
⟨S²⟩	2.04
2S+1	3
total charge	+2
E_LUMO (alpha / beta)	-13.387 / -12.651	eV
HOMO (alpha / beta)	-19.554 / -19.589	eV
calculated total energy	-52675.3345	eV
HOMO-LUMO gap (alpha / beta)	6.2 / 6.9	eV
molecular weight	393.14	g mol⁻¹
largest force on an atom	5.7	eV Å⁻¹

natural (NBO) atomic charge list, values in e, 8 entries: number 1, C, carries -0.608; number 2, F, carries -0.309; number 3, F, carries -0.273; number 4, S, carries 2.169; number 5, F, carries -0.288; number 6, O, carries -0.773; number 7, S, carries 2.173; number 8, H, carries 0.048



# 3
Formula: C3H5F6NO4S2Zr
Source: the OMol25 dataset
Level of theory: ωB97M-V/def2-TZVPD

```
22
Properties=species:S:1:pos:R:3:forces:R:3
O -0.282 -2.742 -0.340 1.55 2.27 -0.72
C -2.884 0.532 -1.283 0.17 0.44 -0.20
H -3.615 1.307 -0.980 0.29 -0.04 -0.05
Zr -0.822 1.136 -0.938 -2.43 -2.43 0.93
F 3.027 -1.663 -0.545 -1.73 0.19 -1.04
H -3.075 0.297 -2.351 0.17 0.07 0.35
C 2.100 -1.683 -1.523 3.18 -0.95 -1.15
F 0.227 1.320 4.039 0.24 -0.78 -2.45
F 0.911 2.304 2.180 -0.56 -1.67 0.38
F 1.964 0.536 2.942 -1.82 0.26 -0.47
S 0.362 -1.524 -0.759 -1.40 -1.15 1.10
F 2.229 -2.828 -2.224 -0.98 1.93 1.30
N 0.530 -0.254 0.344 -0.62 -0.20 -0.87
O -0.917 -1.126 2.362 0.80 1.71 -0.78
C 0.752 1.106 2.818 2.17 1.65 1.99
O -0.353 -0.696 -1.827 0.29 0.13 0.30
O -1.290 1.071 1.104 0.55 -0.27 -0.03
F 2.289 -0.621 -2.358 -0.67 -1.22 1.41
H 1.011 2.291 -0.847 0.99 0.20 -0.18
H -3.140 -0.367 -0.684 0.29 0.24 -0.22
S -0.351 0.013 1.710 -0.94 -1.25 0.39
H 1.324 1.591 -0.840 0.47 0.85 -0.01
```
Positions in Å, forces in eV/Å.

Properties
total charge	+2
E_LUMO	-10.706	eV
HOMO	-19.038	eV
calculated total energy	-52105.0904	eV
HOMO-LUMO gap	8.3	eV
molecular weight	388.42	g mol⁻¹
largest force on an atom	3.6	eV Å⁻¹
energy above the lowest of the compared OMol25 structures with the same formula, charge and spin	0.230	eV

natural (NBO) atomic charge list, values in e, 8 entries: number 1, O, carries -0.698; number 2, C, carries -1.183; number 3, H, carries 0.291; number 4, Zr, carries 2.409; number 5, F, carries -0.257; number 6, H, carries 0.291; number 7, C, carries 0.819; number 8, F, carries -0.235



# 4
Formula: C3H5FN2O5
Source: the OMol25 dataset
Level of theory: ωB97M-V/def2-TZVPD

```
16
Properties=species:S:1:pos:R:3:forces:R:3
O 1.900 0.619 0.469 2.37 0.95 0.29
H 2.916 -1.265 -0.081 -0.85 1.03 -0.47
O -1.500 2.112 -0.691 -0.11 -0.07 -0.08
O -3.507 -1.655 0.720 -2.11 -0.56 0.50
O -0.181 0.330 -0.550 -0.75 -0.14 -0.47
C 2.389 -0.696 0.716 1.16 -2.11 1.16
F -3.612 0.834 0.095 1.90 -1.06 -0.29
H 1.264 2.055 -0.803 0.13 1.19 0.55
C -2.419 0.150 -0.047 -1.65 2.53 -0.36
H 3.257 -0.736 1.510 -2.32 0.76 -0.97
H 1.454 -1.228 0.979 0.93 -0.14 0.28
N -2.486 -1.215 0.307 1.75 1.33 -0.21
N -1.382 0.912 -0.461 0.58 -0.99 0.54
C 1.593 1.059 -0.675 -2.49 -2.03 -2.64
H 1.755 0.541 -1.712 0.25 0.46 2.38
O -1.443 -1.818 0.224 1.20 -1.14 -0.20
```
Positions in Å, forces in eV/Å.

Properties
total charge	0
E_LUMO	-0.280	eV
HOMO	-8.986	eV
calculated total energy	-19117.1615	eV
HOMO-LUMO gap	8.7	eV
molecular weight	168.08	g mol⁻¹
largest force on an atom	4.2	eV Å⁻¹
energy above the lowest of the compared OMol25 structures with the same formula, charge and spin	3.354	eV

natural (NBO) atomic charge list, values in e, 8 entries: number 1, O, carries -0.413; number 2, H, carries 0.203; number 3, O, carries -0.434; number 4, O, carries -0.360; number 5, O, carries -0.517; number 6, C, carries -0.294; number 7, F, carries -0.293; number 8, H, carries 0.214



# 5
Formula: C3H5FN4
Source: the OMol25 dataset
Level of theory: ωB97M-V/def2-TZVPD

```
13
Properties=species:S:1:pos:R:3:forces:R:3
N -1.992 -0.017 0.408 -0.67 1.02 -0.49
C -1.767 1.156 -0.069 -0.12 -0.88 0.55
N -0.491 1.600 -0.399 0.53 0.97 0.13
H -0.095 2.384 0.150 -0.49 -0.77 -0.46
H 1.098 -2.446 0.751 -0.09 0.50 -0.17
N -0.916 -0.814 0.741 0.80 -0.45 0.12
H 2.055 -0.964 1.097 0.02 -0.27 -0.51
F 2.026 -1.624 -0.867 -0.33 0.28 0.76
H -2.621 1.815 -0.235 0.30 -0.07 -0.04
C 0.211 -0.565 0.189 -1.13 0.57 -0.15
C 1.366 -1.446 0.379 1.13 -0.90 0.29
H 0.680 0.350 -1.559 -0.30 0.46 0.39
N 0.445 0.573 -0.586 0.33 -0.46 -0.43
```
Positions in Å, forces in eV/Å.

Properties
total charge	0
E_LUMO	0.611	eV
HOMO	-8.969	eV
calculated total energy	-11867.3527	eV
HOMO-LUMO gap	9.6	eV
molecular weight	116.10	g mol⁻¹
largest force on an atom	1.5	eV Å⁻¹
energy above the lowest of the compared OMol25 structures with the same formula, charge and spin	2.162	eV
SMILES	FCC1=NN=CNN1

natural (NBO) atomic charge list, values in e, 8 entries: number 1, N, carries -0.292; number 2, C, carries 0.213; number 3, N, carries -0.474; number 4, H, carries 0.379; number 5, H, carries 0.203; number 6, N, carries -0.289; number 7, H, carries 0.186; number 8, F, carries -0.370



# 6
Formula: C3H5FO
Source: the OMol25 dataset
Level of theory: ωB97M-V/def2-TZVPD

```
10
Properties=species:S:1:pos:R:3:forces:R:3
C 0.115 -0.360 -0.185 2.76 -1.42 -6.11
H 1.160 1.700 -1.709 -1.86 -4.06 1.97
H -0.327 -1.223 -0.922 0.51 1.22 3.26
H -0.289 -0.431 1.924 0.36 -2.09 0.48
C -0.420 0.096 1.017 -2.21 1.46 2.93
O 1.556 -0.269 -0.305 -1.45 0.45 -1.05
F -1.799 0.039 0.760 -0.34 0.95 0.60
H -0.028 1.024 1.491 -0.60 0.53 -1.64
C 0.728 0.436 -1.319 2.71 0.67 -2.05
H 0.694 -0.302 -2.260 0.12 2.28 1.61
```
Positions in Å, forces in eV/Å.

Properties
total charge	0
E_LUMO	1.032	eV
HOMO	-10.201	eV
calculated total energy	-7952.5609	eV
HOMO-LUMO gap	11.2	eV
molecular weight	76.07	g mol⁻¹
largest force on an atom	6.9	eV Å⁻¹
energy above the lowest of the compared OMol25 structures with the same formula, charge and spin	3.948	eV

natural (NBO) atomic charge list, values in e, 8 entries: number 1, C, carries 0.012; number 2, H, carries 0.221; number 3, H, carries 0.209; number 4, H, carries 0.190; number 5, C, carries -0.005; number 6, O, carries -0.513; number 7, F, carries -0.363; number 8, H, carries 0.194



# 7
Formula: C3H5FO
Source: the OMol25 dataset
Level of theory: ωB97M-V/def2-TZVPD

```
10
Properties=species:S:1:pos:R:3:forces:R:3
H 0.234 0.606 1.706 1.09 0.86 1.90
C -0.706 -0.925 0.500 0.44 2.70 0.64
H 1.051 1.715 -1.879 0.59 -1.25 0.83
O 1.846 -0.229 -1.672 -0.25 0.87 0.24
H 0.059 -1.524 0.233 3.20 -1.90 -0.43
H -1.110 -1.293 1.368 -1.69 -1.44 1.84
C 1.375 0.760 -1.236 -0.98 0.23 -0.28
F -1.201 1.407 0.502 0.56 -0.35 0.46
H -1.267 -0.966 -0.353 -2.28 0.16 -1.82
C -0.280 0.447 0.832 -0.67 0.11 -3.38
```
Positions in Å, forces in eV/Å.

Properties
total charge	0
E_LUMO (alpha / beta)	0.574 / 0.257	eV
HOMO (alpha / beta)	-8.216 / -8.081	eV
calculated total energy	-7952.5933	eV
HOMO-LUMO gap (alpha / beta)	8.8 / 8.3	eV
molecular weight	76.07	g mol⁻¹
largest force on an atom	3.7	eV Å⁻¹
energy above the lowest of the compared OMol25 structures with the same formula, charge and spin	3.916	eV

natural (NBO) atomic charge list, values in e, 8 entries: number 1, H, carries 0.141; number 2, C, carries -0.711; number 3, H, carries 0.126; number 4, O, carries -0.499; number 5, H, carries 0.234; number 6, H, carries 0.218; number 7, C, carries 0.339; number 8, F, carries -0.355



# 8
Formula: C3H5FO
Source: the OMol25 dataset
Level of theory: ωB97M-V/def2-TZVPD

```
10
Properties=species:S:1:pos:R:3:forces:R:3
H -1.022 1.958 -0.170 0.93 -1.68 0.11
H 0.682 2.360 -0.362 0.79 0.69 -0.08
O 2.067 0.491 0.380 -1.77 1.83 1.40
F 2.937 -0.288 -0.393 -0.46 -0.92 -0.96
H -0.958 -1.180 0.211 -0.84 0.36 0.89
H 0.372 -1.480 -0.729 0.45 -0.13 -0.14
C 0.641 0.406 0.156 -0.57 -1.04 -1.56
C 0.093 -1.017 0.216 1.94 1.35 -0.96
H 0.729 -1.428 0.970 -0.40 -1.13 0.78
C 0.027 1.549 -0.171 -0.07 0.66 0.51
```
Positions in Å, forces in eV/Å.

Properties
total charge	0
E_LUMO	0.743	eV
HOMO	-9.993	eV
calculated total energy	-7952.0647	eV
HOMO-LUMO gap	10.7	eV
molecular weight	76.07	g mol⁻¹
largest force on an atom	2.9	eV Å⁻¹
energy above the lowest of the compared OMol25 structures with the same formula, charge and spin	4.444	eV
SMILES	C=C(C)OF

natural (NBO) atomic charge list, values in e, 8 entries: number 1, H, carries 0.231; number 2, H, carries 0.212; number 3, O, carries -0.166; number 4, F, carries -0.145; number 5, H, carries 0.237; number 6, H, carries 0.232; number 7, C, carries 0.282; number 8, C, carries -0.686



# 9
Formula: C3H5FO
Source: the OMol25 dataset
Level of theory: ωB97M-V/def2-TZVPD

```
10
Properties=species:S:1:pos:R:3:forces:R:3
H -2.481 -1.434 0.676 -2.68 -1.40 -0.12
C -1.474 -1.605 0.573 3.76 1.21 0.75
C -0.029 0.285 0.504 3.80 1.12 -4.59
F 2.051 0.961 -0.787 -0.71 -0.01 2.17
O -1.238 -0.165 0.283 -2.11 -0.26 -1.53
H 0.361 1.163 -1.736 -0.42 -1.19 3.98
H 0.516 -0.113 1.288 1.00 -0.45 2.02
H -1.011 -2.503 -0.161 -1.27 2.89 1.95
H -1.045 -1.466 1.614 -0.35 -2.18 -0.82
C 0.686 0.824 -0.554 -1.01 0.27 -3.81
```
Positions in Å, forces in eV/Å.

Properties
total charge	0
E_LUMO	0.989	eV
HOMO	-8.834	eV
calculated total energy	-7952.7709	eV
HOMO-LUMO gap	9.8	eV
molecular weight	76.07	g mol⁻¹
largest force on an atom	6.1	eV Å⁻¹
energy above the lowest of the compared OMol25 structures with the same formula, charge and spin	3.738	eV
SMILES	CO/C=C/F

natural (NBO) atomic charge list, values in e, 8 entries: number 1, H, carries 0.206; number 2, C, carries -0.260; number 3, C, carries 0.018; number 4, F, carries -0.357; number 5, O, carries -0.531; number 6, H, carries 0.177; number 7, H, carries 0.166; number 8, H, carries 0.206



# 10
Formula: C3H5FOS
Source: the OMol25 dataset
Level of theory: ωB97M-V/def2-TZVPD

```
11
Properties=species:S:1:pos:R:3:forces:R:3
H -0.227 1.905 -1.025 0.46 -1.58 1.11
S -0.293 -0.972 -1.909 -0.17 -2.75 2.95
H 1.645 -0.059 -0.482 -2.49 -0.46 0.15
H 0.683 1.762 0.378 0.95 0.59 1.70
C 0.461 -0.119 -0.420 1.56 -2.29 1.27
C -0.043 1.182 -0.106 -0.23 4.89 -5.27
C -0.025 -0.733 1.042 1.26 0.59 0.37
O -0.331 -1.876 1.107 -0.25 0.40 0.97
H -0.598 -2.439 -1.149 0.81 3.57 -1.63
F -1.223 1.168 0.502 -2.25 0.00 1.18
H -0.050 0.182 2.062 0.34 -2.96 -2.80
```
Positions in Å, forces in eV/Å.

Properties
total charge	0
E_LUMO	0.494	eV
HOMO	-9.447	eV
calculated total energy	-18788.6438	eV
HOMO-LUMO gap	9.9	eV
molecular weight	108.14	g mol⁻¹
largest force on an atom	7.2	eV Å⁻¹
energy above the lowest of the compared OMol25 structures with the same formula, charge and spin	3.258	eV

natural (NBO) atomic charge list, values in e, 8 entries: number 1, H, carries 0.171; number 2, S, carries -0.081; number 3, H, carries 0.252; number 4, H, carries 0.179; number 5, C, carries -0.475; number 6, C, carries 0.005; number 7, C, carries 0.462; number 8, O, carries -0.514



# 11
Formula: C3H5FOS
Source: the OMol25 dataset
Level of theory: ωB97M-V/def2-TZVPD

```
11
Properties=species:S:1:pos:R:3:forces:R:3
H 0.316 -0.290 -2.301 0.32 0.47 -0.09
H 1.396 -0.558 0.408 0.49 -0.05 0.46
C 0.594 -0.069 -0.115 -0.91 0.29 -0.08
S -0.229 -2.372 -1.426 0.65 1.25 0.34
H -1.600 0.402 0.230 1.59 -0.63 0.19
O -0.387 1.227 1.643 -0.76 -1.25 2.10
F 0.995 1.236 -0.434 0.47 -0.15 -0.46
H -0.884 -0.736 1.388 0.36 -0.07 0.05
C -0.628 0.150 0.810 -2.02 0.10 -1.29
H 0.118 1.833 1.161 1.13 1.66 -1.04
C 0.308 -0.823 -1.363 -1.31 -1.63 -0.18
```
Positions in Å, forces in eV/Å.

Properties
total charge	0
E_LUMO	-0.804	eV
HOMO	-9.328	eV
calculated total energy	-18790.8753	eV
HOMO-LUMO gap	8.5	eV
molecular weight	108.14	g mol⁻¹
largest force on an atom	2.6	eV Å⁻¹
energy above the lowest of the compared OMol25 structures with the same formula, charge and spin	1.026	eV
SMILES	OC[C@H](F)C=S

natural (NBO) atomic charge list, values in e, 8 entries: number 1, H, carries 0.216; number 2, H, carries 0.203; number 3, C, carries 0.085; number 4, S, carries 0.064; number 5, H, carries 0.163; number 6, O, carries -0.699; number 7, F, carries -0.370; number 8, H, carries 0.202



# 12
Formula: C3H5FS
Source: the OMol25 dataset
Level of theory: ωB97M-V/def2-TZVPD

```
10
Properties=species:S:1:pos:R:3:forces:R:3
C 0.968 -0.708 -0.065 2.34 3.32 -3.20
C -0.957 0.929 0.040 -0.52 0.02 -0.64
H 0.439 -1.267 0.564 -1.74 -2.67 2.44
H 1.063 -1.113 -1.062 -0.37 -0.68 -0.29
F 1.082 1.698 -0.451 0.65 -0.38 -0.27
H 2.008 -0.590 0.217 0.02 0.18 0.59
H -1.358 -1.280 0.768 -1.48 1.45 -0.62
H -1.333 1.929 -0.118 0.25 0.18 0.15
S -2.205 -0.214 0.310 0.17 -2.28 1.06
C 0.292 0.616 -0.204 0.68 0.86 0.78
```
Positions in Å, forces in eV/Å.

Properties
total charge	0
E_LUMO	0.779	eV
HOMO	-8.380	eV
calculated total energy	-16743.5359	eV
HOMO-LUMO gap	9.2	eV
molecular weight	92.14	g mol⁻¹
largest force on an atom	5.2	eV Å⁻¹
energy above the lowest of the compared OMol25 structures with the same formula, charge and spin	0.637	eV
SMILES	C/C(F)=C\S

natural (NBO) atomic charge list, values in e, 8 entries: number 1, C, carries -0.669; number 2, C, carries -0.471; number 3, H, carries 0.211; number 4, H, carries 0.233; number 5, F, carries -0.341; number 6, H, carries 0.239; number 7, H, carries 0.122; number 8, H, carries 0.243